(1)
Below is a 9-piece molecular cluster, C25H61N10O10 overall at a distorted geometry, with properties calculated with ωB97M-V/def2-TZVPD.

CARTESIAN COORDINATES (ANGSTROEM)
N 3.617 0.200 -4.251
C 2.602 1.306 -4.134
O 1.466 0.920 -3.409
N 0.776 -0.154 -3.997
O 0.309 0.138 -5.023
H 4.376 0.361 -3.576
H 3.249 -0.743 -4.067
H 4.073 0.201 -5.164
H 3.070 2.110 -3.559
H 2.377 1.709 -5.128
C -2.701 0.497 0.855
C -1.547 1.445 1.061
O -1.382 2.058 2.101
N -0.666 1.604 0.030
C -0.685 0.971 -1.272
H -3.314 0.470 1.749
H -3.322 0.833 0.024
H -2.330 -0.510 0.658
H 0.078 2.251 0.235
H 0.240 0.408 -1.398
H -0.745 1.745 -2.040
H -1.529 0.297 -1.378
C -7.108 -2.135 -1.066
C -5.947 -1.191 -0.885
O -5.764 -0.574 0.153
N -5.097 -1.047 -1.939
C -5.170 -1.699 -3.235
H -7.700 -2.151 -0.155
H -7.742 -1.802 -1.889
H -6.747 -3.144 -1.266
H -4.342 -0.405 -1.765
H -4.255 -2.275 -3.395
H -5.253 -0.934 -4.010
H -6.024 -2.361 -3.303
C -0.676 4.574 6.753
C -1.040 3.198 7.244
O -1.083 2.928 8.440
N -1.328 2.258 6.312
C -1.334 2.400 4.863
H -0.475 5.216 7.608
H 0.219 4.535 6.131
H -1.507 4.998 6.188
H -1.565 1.362 6.705
H -2.328 2.170 4.486
H -0.619 1.696 4.439
H -1.065 3.405 4.560
C 3.838 0.021 -0.354
C 5.005 -0.832 -0.793
O 5.114 -1.256 -1.948
N 5.941 -1.126 0.130
C 5.977 -0.722 1.526
H 3.162 0.174 -1.194
H 3.286 -0.476 0.443
H 4.189 0.994 -0.007
H 6.702 -1.704 -0.220
H 6.889 -0.153 1.707
H 5.985 -1.614 2.152
H 5.120 -0.111 1.790
C -6.758 -2.315 -6.897
C -7.854 -2.082 -5.886
O -7.757 -2.453 -4.726
N -8.969 -1.438 -6.312
C -9.260 -0.929 -7.641
H -5.934 -2.838 -6.418
H -7.127 -2.928 -7.720
H -6.390 -1.363 -7.281
H -9.663 -1.313 -5.592
H -9.429 0.147 -7.581
H -10.163 -1.411 -8.018
H -8.443 -1.120 -8.329
C -5.557 6.262 7.909
C -4.259 5.529 7.674
O -3.844 5.292 6.547
N -3.560 5.131 8.769
C -3.900 5.326 10.165
H -6.004 6.515 6.952
H -6.252 5.631 8.463
H -5.373 7.184 8.463
H -2.703 4.639 8.555
H -3.105 5.894 10.650
H -3.987 4.352 10.649
H -4.837 5.862 10.276
C 2.284 -5.896 -3.362
C 2.702 -4.619 -2.678
O 2.101 -3.561 -2.842
N 3.786 -4.670 -1.864
C 4.627 -5.812 -1.551
H 1.410 -5.703 -3.978
H 3.087 -6.262 -4.002
H 2.027 -6.654 -2.621
H 4.007 -3.781 -1.443
H 4.603 -5.989 -0.475
H 5.652 -5.593 -1.853
H 4.291 -6.707 -2.064
C 11.022 -2.467 -0.458
C 9.667 -1.817 -0.344
O 8.652 -2.468 -0.126
N 9.606 -0.468 -0.490
C 10.698 0.455 -0.748
H 10.918 -3.539 -0.320
H 11.446 -2.282 -1.445
H 11.691 -2.080 0.311
H 8.676 -0.093 -0.404
H 10.750 1.181 0.065
H 10.508 0.981 -1.684
H 11.649 -0.062 -0.820

Computed properties:
**HOMO level**: -9.9083 eV
**Total charge**: +1

(2)
Below is C22H45FeN4O2P2 as an isolated structure at a distorted geometry, with properties calculated with ωB97M-V/def2-TZVPD.

CARTESIAN COORDINATES (ANGSTROEM)
Fe 0.283 0.020 -0.689
P 0.228 -2.205 -1.078
P 0.228 2.274 -0.848
N 0.434 0.127 -2.762
C 0.291 -2.299 -2.934
H 0.756 -3.230 -3.303
H -0.753 -2.261 -3.295
C 1.028 -1.038 -3.394
H 2.123 -1.152 -3.177
H 0.952 -0.955 -4.502
C 1.028 1.349 -3.271
H 0.952 1.380 -4.382
H 2.123 1.441 -3.044
C 0.291 2.557 -2.685
H -0.753 2.556 -3.048
H 0.756 3.520 -2.957
C 1.731 3.193 -0.200
C 2.060 2.840 1.261
H 3.058 3.236 1.522
H 2.070 1.752 1.428
H 1.330 3.283 1.959
C -1.348 3.144 -0.296
C -1.469 3.202 1.236
H -2.497 3.489 1.522
H -0.786 3.959 1.658
H -1.239 2.232 1.707
C -1.348 -3.128 -0.618
C -1.469 -3.342 0.900
H -2.497 -3.657 1.155
H -1.239 -2.426 1.468
H -0.786 -4.138 1.243
C 1.731 -3.186 -0.527
C 2.060 -2.984 0.962
H 3.058 -3.406 1.181
H 1.330 -3.497 1.611
H 2.070 -1.920 1.239
C 2.038 0.014 -0.571
O 3.213 0.012 -0.539
C -1.636 4.509 -0.943
H -0.959 5.292 -0.566
H -1.547 4.478 -2.042
H -2.670 4.820 -0.701
C -1.636 -4.419 -1.401
H -2.670 -4.753 -1.192
H -1.547 -4.276 -2.491
H -0.959 -5.237 -1.107
C 1.736 -4.675 -0.906
H 2.746 -5.094 -0.751
H 1.040 -5.250 -0.272
H 1.461 -4.844 -1.961
C 1.736 4.712 -0.424
H 1.040 5.220 0.266
H 2.746 5.114 -0.227
H 1.461 4.989 -1.456
H 2.522 2.745 -0.835
H 2.522 -2.676 -1.113
H -2.109 2.430 -0.669
H -2.109 -2.379 -0.916
H -2.576 -0.217 -1.883
H -2.659 -0.039 -1.104
C 0.875 0.128 4.685
N -0.153 0.062 3.631
C -1.436 0.098 4.022
C -2.421 -0.009 3.089
C -2.113 -0.126 1.725
N -0.773 -0.076 1.258
C 0.173 -0.032 2.288
O 1.334 -0.096 2.013
N -3.264 -0.367 0.946
H 0.756 -0.731 5.380
H 0.766 1.074 5.257
H 1.909 0.096 4.284
H -1.699 0.172 5.072
H -3.447 -0.036 3.439
H -4.202 -0.172 1.328
H -3.269 -1.195 0.348

Computed properties:
**HOMO level (spin up / spin down)**: -13.6593 / -14.9847 eV
**Energy relative to the best compared isomer or geometry (same formula, charge and spin)**: 71.1 kJ/mol
**Spin multiplicity**: 6
**⟨S²⟩**: 8.80
**Total charge**: +2

(3)
Below is C17H14Cl4N2O5S2Y as an isolated structure, with properties calculated with ωB97M-V/def2-TZVPD.

CARTESIAN COORDINATES (ANGSTROEM)
Y 0.717 1.067 0.009
Cl -0.230 -0.038 2.586
C 0.598 0.793 3.888
C -0.012 0.741 5.126
C 0.606 1.354 6.204
C 1.819 1.994 6.005
C 2.397 2.022 4.748
Cl 3.923 2.848 4.605
C 1.818 1.426 3.613
S 2.587 1.467 2.056
H -0.955 0.226 5.236
H 0.152 1.330 7.184
H 2.330 2.482 6.822
O 2.606 -1.705 -5.446
C 2.201 -1.299 -4.386
C 0.856 -0.635 -4.112
O -0.134 -0.687 -4.829
C 1.015 -0.001 -2.815
C 2.221 -0.363 -2.209
O 2.525 0.065 -1.037
C 2.945 -1.322 -3.050
O 3.881 -2.041 -2.757
O 0.191 0.774 -2.192
C -0.122 3.292 0.187
H 0.449 3.871 0.922
H -1.162 3.285 0.546
H -0.101 3.889 -0.738
Cl 0.895 -4.800 -0.743
C 1.594 -3.284 -0.169
Cl 0.374 -1.991 -0.145
H 2.392 -2.981 -0.842
H 1.950 -3.422 0.845
C -2.564 -1.286 -2.790
N -2.578 0.162 -2.692
C -2.609 1.022 -3.769
C -2.456 2.273 -3.288
N -2.341 2.154 -1.921
C -2.375 0.860 -1.562
S -2.189 0.271 0.035
H -3.567 -1.657 -3.000
H -2.222 -1.681 -1.836
H -1.875 -1.567 -3.583
H -2.674 0.657 -4.776
H -2.409 3.219 -3.792
H -2.062 2.871 -1.266

Computed properties:
**HOMO level**: -5.0475 eV
**Energy relative to the best compared isomer or geometry (same formula, charge and spin)**: 33.2 kJ/mol
**Total charge**: -1

(4)
Below is a single CH4O3S molecule at a distorted geometry, with properties calculated with ωB97M-V/def2-TZVPD.

CARTESIAN COORDINATES (ANGSTROEM)
C -0.004 0.670 0.590
O 0.528 0.350 -1.937
O -1.732 -1.806 -1.684
O -1.113 -1.163 -0.582
S -0.687 0.415 -1.057
H -0.165 -0.228 1.093
H -0.452 1.569 0.882
H 1.070 0.785 0.525
H -0.986 -2.407 -2.156

Computed properties:
**HOMO level**: -9.8653 eV
**Energy relative to the best compared isomer or geometry (same formula, charge and spin)**: 422.7 kJ/mol
**Total charge**: 0

(5)
Below is a 5-piece molecular cluster, C32H66BN4O18P2 overall at a distorted geometry, with properties calculated with ωB97M-V/def2-TZVPD.

CARTESIAN COORDINATES (ANGSTROEM)
C -0.661 -2.031 4.988
C -0.463 -0.528 5.260
B -1.431 0.387 4.440
O -2.128 1.327 5.130
N -1.573 0.225 2.954
C -0.579 0.958 2.132
C 0.838 0.393 2.317
C 1.676 0.357 1.038
C 2.675 1.503 0.938
C 2.022 2.899 1.010
C 2.455 3.859 -0.109
O 1.321 4.347 -0.852
C 1.052 3.588 -1.958
C -0.133 2.683 -1.868
O 1.717 3.675 -2.966
C -2.763 -0.118 2.390
N -4.048 0.427 2.719
P -4.688 -0.451 4.121
O -6.132 -0.673 4.076
N -4.000 1.856 2.945
C -3.782 2.619 1.734
C -4.903 3.378 1.072
O -2.646 2.688 1.277
C -5.077 2.405 3.808
C -6.530 2.291 3.435
O -4.728 2.950 4.846
N -2.799 -1.035 1.460
C -1.574 -1.793 1.092
C -1.836 -3.235 0.688
P -4.226 -1.502 0.416
C -4.988 0.075 -0.123
C -5.492 -2.363 1.464
C -6.876 -1.708 1.456
H -0.155 -2.595 5.758
H -0.190 -2.300 4.047
H -1.705 -2.313 4.940
H -0.633 -0.336 6.314
H 0.556 -0.215 5.040
H -2.233 2.131 4.611
H -0.576 2.016 2.350
H -0.834 0.839 1.089
H 0.790 -0.611 2.719
H 1.388 0.974 3.051
H 2.265 -0.554 0.995
H 1.060 0.337 0.141
H 3.418 1.385 1.717
H 3.203 1.431 -0.008
H 0.940 2.857 0.981
H 2.329 3.356 1.944
H 2.912 4.736 0.328
H 3.164 3.405 -0.792
H -0.029 2.022 -1.010
H -0.187 2.068 -2.751
H -1.055 3.233 -1.721
H -3.949 -1.647 4.036
H -4.200 0.200 5.256
H -4.487 3.988 0.290
H -5.686 2.725 0.713
H -5.326 4.064 1.801
H -6.674 1.709 2.531
H -6.935 3.276 3.252
H -7.080 1.797 4.221
H -1.104 -1.237 0.287
H -0.877 -1.810 1.919
H -2.522 -3.692 1.393
H -2.136 -3.363 -0.337
H -0.895 -3.762 0.812
H -4.284 0.526 -0.809
H -5.870 -0.229 -0.672
H -5.281 0.739 0.677
H -5.595 -3.315 0.956
H -5.148 -2.609 2.460
H -7.432 -2.131 2.283
H -7.418 -1.926 0.547
H -6.822 -0.651 1.670
C 3.273 -6.717 -0.974
O 3.687 -5.616 -1.790
C 2.892 -4.554 -1.736
O 1.886 -4.448 -1.084
O 3.398 -3.623 -2.540
C 2.630 -2.424 -2.593
H 4.010 -7.500 -1.118
H 3.252 -6.430 0.075
H 2.296 -7.080 -1.286
H 2.579 -1.963 -1.608
H 1.630 -2.622 -2.975
H 3.133 -1.746 -3.275
C 6.662 -5.974 -2.941
O 7.957 -5.622 -2.444
C 8.324 -4.375 -2.721
O 7.673 -3.564 -3.324
O 9.538 -4.179 -2.213
C 10.066 -2.871 -2.439
H 6.486 -7.006 -2.650
H 5.898 -5.343 -2.503
H 6.636 -5.901 -4.026
H 9.433 -2.116 -1.976
H 10.163 -2.675 -3.504
H 11.048 -2.852 -1.977
C 2.002 7.426 -1.142
O 1.244 8.633 -1.019
C 1.267 9.165 0.198
O 1.845 8.716 1.153
O 0.537 10.277 0.181
C 0.477 10.960 1.434
H 1.903 7.092 -2.170
H 3.053 7.613 -0.927
H 1.610 6.661 -0.481
H 1.470 11.272 1.750
H 0.022 10.329 2.195
H -0.143 11.838 1.275
C -1.193 -2.870 -8.173
O -0.172 -2.758 -7.178
C 0.477 -3.895 -6.936
O 0.270 -4.952 -7.464
O 1.398 -3.655 -6.003
C 2.178 -4.799 -5.644
H -1.635 -1.884 -8.272
H -0.767 -3.172 -9.128
H -1.956 -3.581 -7.863
H 2.731 -5.178 -6.500
H 1.545 -5.582 -5.229
H 2.883 -4.477 -4.883

Computed properties:
**HOMO level**: -11.9142 eV
**Total charge**: +1

(6)
Below is a single C3H6O2 molecule at a distorted geometry, with properties calculated with ωB97M-V/def2-TZVPD.

CARTESIAN COORDINATES (ANGSTROEM)
C -0.618 0.040 -0.512
C 0.030 0.962 0.464
C 0.900 0.054 -0.382
H -1.869 -0.879 0.629
H -1.085 0.403 -1.410
H 0.050 2.036 0.252
H -0.043 0.668 1.520
H 1.464 0.590 -1.148
H 0.831 -1.658 0.466
O -1.177 -1.151 0.025
O 1.517 -1.065 0.097

Computed properties:
**HOMO level**: -9.2296 eV
**Energy relative to the best compared isomer or geometry (same formula, charge and spin)**: 188.1 kJ/mol
**SMILES string**: O[C@@H]1C[C@@H]1O
**Total charge**: 0

The evaluated energy for the records listed, in turn: -2288.9006; -3180.5910; -3817.6243; -664.2611; -3539.6203; -268.3336 Ha.